(1)
DFT (ωB97M-V/def2-TZVPD) results for a 2-piece molecular cluster, C5H13NO overall.

Output
Energy above the lowest of the compared OMol25 structures with the same formula, charge and spin (eV): 3.0192
HOMO (hartree): -0.3173
SMILES: C=C(CC)NC.O

ORCA input file:
```
! wB97M-V def2-TZVPD RIJCOSX def2/J DEFGRID3
* xyz 0 1
C 2.22682 1.00748 0.11680
C 1.00861 0.57061 -0.63239
C 0.12564 -0.26692 0.17041
C 0.32835 -1.59648 0.30295
C -1.41813 1.38994 0.86425
N -0.41699 0.42864 1.30404
H 2.76841 0.19429 0.78052
H 2.01349 1.97456 0.72750
H 3.08747 1.41695 -0.60486
H 0.37433 1.43977 -0.80372
H 0.97494 0.06741 -1.55772
H 0.03941 -2.11924 1.24018
H 0.86702 -2.10079 -0.47885
H -1.03966 2.24956 0.34132
H -2.14524 0.98134 0.19085
H -1.99744 1.90639 1.63750
H -1.00482 -0.10927 2.00342
H -1.46858 -1.93534 -1.43215
H -2.31328 -3.24762 -1.94143
O -2.01035 -2.25129 -2.22862
*
```

=====

(2)
DFT (ωB97M-V/def2-TZVPD) results for C45H116N8O18PSn2 as an isolated structure.

Output
HOMO (hartree): -0.3468

ORCA input file:
```
! wB97M-V def2-TZVPD RIJCOSX def2/J DEFGRID3
* xyz 1 1
Sn -1.45295 3.14413 0.04699
Sn -1.94763 -1.55950 1.62872
P 0.11646 0.21395 -0.01272
O 0.74922 1.41724 -0.73675
O -0.25794 0.69601 1.43927
O 0.83369 -1.12476 -0.01778
O -1.30022 0.02013 -0.67472
C 1.69134 -5.08959 2.71286
C 1.91408 -4.17969 1.50253
C 1.97909 -4.95739 0.17601
O 0.79803 -3.28186 1.47447
H 2.42009 -5.89829 2.64544
H 0.68403 -5.51095 2.70984
H 1.78333 -4.57147 3.66921
H 2.78641 -3.52999 1.63103
H 2.01576 -4.27961 -0.67378
H 1.04280 -5.51793 0.14137
H 2.85615 -5.60430 0.19974
H 1.05956 -2.54278 0.88959
C 2.01007 -0.23373 -5.46230
O 3.10411 -1.11067 -5.21384
C 2.91156 -1.94096 -4.06388
C 2.91695 -1.04557 -2.80523
N 2.94202 -1.86108 -1.58579
C 4.13058 -1.66940 -0.75204
C 5.17148 -2.69991 -1.18016
O 6.19384 -2.71195 -0.19831
C 7.23400 -3.60055 -0.54819
H 2.00257 0.56225 -4.71174
H 1.03886 -0.72800 -5.38940
H 2.21926 0.20271 -6.43566
H 3.60872 -2.77226 -3.98510
H 1.90941 -2.36602 -4.19587
H 2.02009 -0.42346 -2.73188
H 3.75937 -0.34786 -2.80648
H 2.07777 -1.64844 -1.08123
H 3.89750 -1.70018 0.31183
H 4.65413 -0.71748 -0.90428
H 5.63157 -2.35395 -2.11540
H 4.76041 -3.69715 -1.36481
H 6.90949 -4.63799 -0.66052
H 7.86552 -3.53551 0.34128
H 7.80445 -3.24373 -1.40966
C -0.56832 1.87339 2.98817
O -1.44136 2.79690 2.38985
C -1.72323 3.90210 3.22538
C -2.39696 5.02162 2.48846
N -1.52108 5.49168 1.39066
C -2.04842 6.68271 0.76102
C -1.38511 6.94681 -0.55781
O -1.48366 5.73540 -1.25914
C -1.35479 5.82280 -2.66634
H 0.38187 2.35630 3.23269
H -0.37273 1.04613 2.30838
H -0.96493 1.47132 3.92823
H -0.86974 4.36643 3.73152
H -2.40298 3.52879 3.99873
H -2.56541 5.88912 3.13335
H -3.37941 4.71282 2.12533
H -0.54843 5.53273 1.66711
H -1.98384 7.55959 1.41580
H -3.10735 6.53044 0.54024
H -0.33563 7.26794 -0.49648
H -1.73668 7.81127 -1.13180
H -1.55095 4.84415 -3.09277
H -0.37174 6.22508 -2.92418
H -2.05962 6.53252 -3.11290
C -0.19411 2.62248 -6.24908
O -0.42984 1.28736 -5.82034
C -1.48102 1.17746 -4.87709
C -1.22155 1.97986 -3.60302
N -2.13369 1.69785 -2.48177
C -3.54549 1.65305 -2.83876
C -4.08622 3.02764 -3.06465
O -3.90746 3.85134 -1.93334
C -4.59720 5.08730 -2.04586
H 0.13607 3.32640 -5.48059
H -1.05925 3.02117 -6.78382
H 0.66315 2.60362 -6.92195
H -1.61553 0.12156 -4.63931
H -2.38194 1.59813 -5.34365
H -1.17310 3.05796 -3.74582
H -0.20461 1.66130 -3.35302
H -1.81082 0.86495 -1.98206
H -4.11529 1.31557 -1.96486
H -3.65625 0.89733 -3.61819
H -5.15967 3.05372 -3.28253
H -3.57267 3.45706 -3.93754
H -4.26498 5.64196 -2.92884
H -4.26804 5.74550 -1.24230
H -5.67632 4.93576 -2.05023
C -3.73450 0.17873 4.42003
O -2.87887 -0.95511 4.33616
C -1.95224 -0.93441 5.42412
C -0.95320 -2.09855 5.29301
N -0.25378 -2.03023 4.01592
C 0.82738 -1.03123 3.94600
C 2.00901 -1.20036 4.85437
O 1.75549 -0.86048 6.21171
C 2.80418 -1.10023 7.12087
H -4.49208 0.18237 5.20720
H -4.35188 0.05842 3.52346
H -3.15910 1.10250 4.36737
H -2.41611 -0.96533 6.41344
H -1.40775 0.01570 5.41676
H -1.47478 -3.05675 5.36272
H -0.22231 -2.15942 6.10278
H 0.21148 -2.92324 3.88798
H 0.56302 0.02058 3.85300
H 1.18627 -1.28343 2.94207
H 2.87958 -0.61192 4.53923
H 2.48265 -2.19097 4.77935
H 2.52995 -0.78278 8.12610
H 3.70323 -0.54880 6.83423
H 3.01151 -2.16970 7.22452
C -4.57401 -1.63627 -1.15056
O -4.43925 -2.29672 0.09568
C -5.70396 -2.65181 0.62923
C -5.48380 -3.57351 1.83404
N -4.62598 -2.91215 2.83205
C -4.03998 -3.86216 3.82403
C -3.25161 -5.01722 3.23573
O -2.50749 -4.52491 2.14201
C -2.15060 -5.51194 1.16684
H -3.60958 -1.21295 -1.43442
H -5.23634 -0.76562 -1.10734
H -4.89256 -2.27158 -1.97954
H -6.26364 -3.18052 -0.14487
H -6.22657 -1.76186 0.99310
H -5.04801 -4.52501 1.53510
H -6.48976 -3.79386 2.20831
H -5.23451 -2.31154 3.37657
H -4.86677 -4.25185 4.42684
H -3.41651 -3.29480 4.51234
H -3.91305 -5.82100 2.89866
H -2.55202 -5.43777 3.96342
H -1.46254 -6.26660 1.55124
H -1.73920 -5.00992 0.29332
H -3.06958 -6.02207 0.86366
C 2.60275 2.25692 4.21708
C 2.99813 2.16968 2.73181
C 3.64281 0.80957 2.45399
O 4.82412 0.62897 3.18564
C 5.33792 -0.67849 3.10801
N 1.82272 2.42274 1.89834
H 2.39089 3.30388 4.43836
H 3.36129 1.86939 4.89844
H 1.73496 1.64272 4.46343
H 3.81077 2.87847 2.55164
H 3.84568 0.77219 1.37566
H 2.86584 0.05527 2.63711
H 4.55778 -1.43328 3.24413
H 6.14079 -0.81065 3.83387
H 5.84038 -0.83230 2.15043
H 2.12211 2.00758 1.01155
H 1.02316 1.77106 1.98328
C -0.20546 -4.34055 -3.05851
C -0.87846 -2.97259 -2.89673
C -2.25716 -2.88764 -3.55454
O -2.15318 -3.08942 -4.95486
C -3.34100 -2.79702 -5.62151
N -1.00757 -2.67307 -1.46541
H -0.10538 -4.50527 -4.13128
H -0.68303 -5.10756 -2.45187
H 0.80944 -4.21981 -2.67316
H -0.21959 -2.23470 -3.36939
H -2.68059 -1.90331 -3.31093
H -3.00835 -3.58942 -3.17168
H -4.11572 -3.54106 -5.40098
H -3.11886 -2.89689 -6.68587
H -3.73145 -1.78266 -5.48259
H -0.07885 -2.46610 -1.10633
H -1.35387 -1.71468 -1.39634
C 3.97687 2.97154 -1.02860
C 3.04058 4.03524 -1.58534
C 2.75746 3.80801 -3.09501
O 3.94860 3.97982 -3.83295
C 3.78857 3.57932 -5.16616
N 1.74219 3.86269 -0.90252
H 4.91590 3.27252 -1.50767
H 3.78454 1.94583 -1.34825
H 4.05479 2.98329 0.05628
H 3.47712 5.02694 -1.46340
H 1.96487 4.49332 -3.41067
H 2.38278 2.77895 -3.15556
H 3.51745 2.51786 -5.18787
H 4.67401 3.77512 -5.76663
H 2.95654 4.08689 -5.67311
H 1.50558 2.86531 -0.95115
H 1.85063 3.96692 0.10249
*
```

=====

(3)
DFT (ωB97M-V/def2-TZVPD) results for a 2-piece molecular cluster, CH2BrFO overall.

Output
Energy above the lowest of the compared OMol25 structures with the same formula, charge and spin (eV): 0.2657
HOMO (hartree): -0.4221
SMILES: O=CF.Br

ORCA input file:
```
! wB97M-V def2-TZVPD RIJCOSX def2/J DEFGRID3
* xyz 0 1
C 0.90655 1.65626 -1.47434
O 1.27729 2.78715 -1.60643
F 0.90302 0.82220 -2.55539
Br 0.62506 -0.87851 1.78337
H 0.76980 0.56630 1.64895
H 0.59936 1.15866 -0.64133
*
```

=====

(4)
DFT (ωB97M-V/def2-TZVPD) results for C16H18B2N6O2Pd as an isolated structure.

Output
Energy above the lowest of the compared OMol25 structures with the same formula, charge and spin (eV): 0.0000
Expectation value of S²: 2.00
HOMO (spin up / spin down) (hartree): -0.3100 / -0.3100

ORCA input file:
```
! wB97M-V def2-TZVPD RIJCOSX def2/J DEFGRID3
* xyz 0 3
H 0.09314 -1.33233 -3.02252
N -1.23022 -0.36221 -1.70296
B -2.93600 1.38135 -0.78886
N -2.31415 0.49996 -1.89836
C -2.76558 0.35313 -3.16757
Pd -0.84756 -1.68724 -0.17004
H -3.69870 0.81296 -3.46996
C -1.84956 -0.45497 -3.85762
H -1.88070 -0.76730 -4.88376
C -0.84805 -0.80079 -2.92136
H -4.04135 1.70423 -1.11513
C 2.24724 1.46481 2.17250
H 2.70516 1.81830 3.11866
H 1.52590 0.66064 2.40129
H 1.70823 2.30071 1.66762
N -2.15830 2.75857 -0.56381
N -3.02804 0.47503 0.47280
N -0.81624 2.68548 -0.25795
N -2.04196 -0.42501 0.89467
C -2.52307 4.06848 -0.64082
C -4.09131 0.37550 1.30612
H -3.53262 4.33523 -0.88742
H -5.01113 0.88993 1.05899
C -1.39570 4.84288 -0.36510
C -3.72405 -0.45989 2.38314
C -0.35461 3.91754 -0.13213
C -2.39583 -0.86775 2.12078
H -1.30466 5.90887 -0.33178
H -4.31756 -0.73555 3.22743
H 0.69272 4.09958 0.10735
H -1.66952 -1.41539 2.71093
H 2.98060 1.05774 1.50675
O 1.72486 -2.11297 1.38671
B 1.00526 -1.94427 0.17941
O 1.88682 -2.07488 -0.89936
C 3.13164 -2.27059 -0.37357
C 4.15466 -2.90139 -1.01854
C 5.12392 -3.49893 -0.20973
C 5.06106 -3.42959 1.18363
C 3.98135 -2.83059 1.83730
C 3.01924 -2.27000 1.02450
H 4.11795 -3.01983 -2.10768
H 5.93629 -4.04521 -0.68894
H 5.84868 -3.85693 1.80241
H 3.83176 -2.84733 2.91197
*
```

=====

no.,strongest force on any atom (Eh/bohr)
1,0.09831
2,0.32043
3,0.10283
4,0.05914